A | This record from OMol25 describes an isolated molecule of C2H5NOS2. The level of theory is wB97M-V/def2-TZVPD.

Results
SMILES: COC(=S)NS
HOMO level, eV: -8.70

Last column: natural (NBO) charge in e.
Atoms and positions in Å:
H: -1.091 -1.305 1.837  0.199
C: -0.368 -0.977 1.091  -0.265
S: 1.653 -0.166 -1.134  0.168
O: -1.067 -0.619 -0.108  -0.508
N: 0.389 0.997 -0.711  -0.766
H: 0.495 1.897 -1.170  0.417
H: 0.198 -0.115 1.486  0.195
H: 0.280 -1.843 0.882  0.201
H: 2.580 0.145 -0.201  0.117
C: -0.921 0.564 -0.664  0.366
S: -2.148 1.422 -1.307  -0.123

B | This record from OMol25 describes an isolated molecule of C2H5NOS2. The level of theory is wB97M-V/def2-TZVPD.

Results
SMILES: ONC(=S)CS
HOMO level, eV: -8.66

Last column: natural (NBO) charge in e.
Atoms and positions in Å:
H: -1.554 -0.153 0.479  0.244
C: -0.898 0.632 0.099  -0.593
H: -1.157 1.611 0.545  0.254
N: 0.959 -0.896 0.434  -0.292
C: 0.562 0.357 0.286  0.103
S: -1.280 0.864 -1.685  -0.024
H: -0.196 -2.304 1.071  0.473
H: -0.103 1.486 -1.951  0.149
H: 1.911 -1.244 0.320  0.407
S: 1.722 1.538 0.214  -0.174
O: 0.034 -1.890 0.187  -0.546

C | This record from OMol25 describes an isolated molecule of C2H5NOS2. The level of theory is wB97M-V/def2-TZVPD.

Results
SMILES: ONC(=S)CS
HOMO level, eV: -8.64

Last column: natural (NBO) charge in e.
Atoms and positions in Å:
H: -2.310 -0.257 1.262  0.163
C: -0.651 -1.114 -0.174  -0.527
H: -0.530 1.466 -0.031  0.415
S: -2.126 0.066 -0.141  -0.075
N: 0.475 1.051 -0.160  -0.280
S: 2.072 -1.010 -0.043  -0.270
O: 1.455 2.054 -0.036  -0.505
H: -0.726 -1.751 0.784  0.265
C: 0.642 -0.178 -0.213  0.071
H: -0.434 -1.679 -1.070  0.257
H: 2.134 1.352 -0.180  0.486

The structure with the greatest stability is A.

A | This record from OMol25 describes an isolated molecule of C7H13N3O. The level of theory is wB97M-V/def2-TZVPD.

Results
SMILES: Cn1[nH]nc(C(C)(C)C)c1=O
HOMO level, eV: -8.65

Last column: natural (NBO) charge in e.
Atoms and positions in Å:
C: -3.711 0.082 -0.046  -0.434
H: 0.512 1.638 -1.453  0.246
H: 2.018 0.924 -1.982  0.209
C: -1.336 0.767 -0.019  0.617
C: 2.282 -1.212 -0.452  -0.606
H: 2.413 -1.430 -1.464  0.211
H: -4.101 -0.831 -0.562  0.217
C: 1.538 1.253 -1.037  -0.604
N: -0.475 -1.496 0.251  -0.263
H: -3.750 1.052 -0.734  0.253
H: 1.786 -2.084 -0.073  0.228
H: -2.389 -2.085 0.861  0.384
C: 1.479 0.049 -0.039  -0.132
N: -2.295 -0.178 0.024  -0.288
H: 2.134 1.972 -0.572  0.207
H: 3.310 -1.265 -0.104  0.208
H: 2.705 1.330 1.163  0.211
H: 0.910 0.838 1.859  0.220
N: -1.824 -1.505 0.166  -0.256
C: 0.007 -0.332 0.040  0.164
C: 1.913 0.523 1.357  -0.596
O: -1.457 1.954 -0.228  -0.630
H: -4.093 0.215 0.986  0.209
H: 2.427 -0.178 2.058  0.221

B | This record from OMol25 describes a cluster of 2 separate species, C7H13N3O in total. The level of theory is wB97M-V/def2-TZVPD.

Results
SMILES: CCc1c[nH]cn1.CC(N)=O
HOMO level, eV: -8.81

Last column: natural (NBO) charge in e.
Atoms and positions in Å:
H: 2.221 2.119 -1.117  0.241
C: -2.210 1.539 0.669  -0.422
H: 0.021 -1.938 2.515  0.189
N: -0.517 -0.142 1.538  -0.473
N: 2.801 -1.198 -1.024  -0.828
C: 2.393 -0.023 -1.598  0.675
H: -3.268 -1.074 0.071  0.215
C: -1.647 0.152 0.740  0.089
H: -2.353 1.946 1.676  0.214
H: -1.452 2.252 -1.178  0.213
H: -0.333 2.451 0.324  0.215
C: -0.585 -1.395 1.806  0.180
H: 2.768 -1.308 -0.030  0.386
H: 2.599 -2.077 -1.496  0.392
H: 1.773 1.174 0.221  0.253
O: 1.975 0.049 -2.730  -0.592
N: -1.656 -2.028 1.227  -0.544
C: 2.431 1.139 -0.649  -0.764
H: -3.246 1.512 0.314  0.207
H: -1.860 -3.017 1.195  0.421
H: -1.667 3.539 -0.023  0.203
H: 3.402 1.503 -0.304  0.235
C: -1.322 2.506 -0.126  -0.601
C: -2.279 -1.029 0.497  -0.102

The structure with the greatest stability is B.

A | This record from OMol25 describes a cluster of 18 separate species, H37O18 in total. The level of theory is wB97M-V/def2-TZVPD.

Results
HOMO level, eV: -13.02
Net charge: +1

Last column: natural (NBO) charge in e.
Atoms and positions in Å:
H: -1.982 1.150 2.664  0.472
H: 0.824 -5.207 -2.310  0.479
O: 0.396 0.723 -3.382  -0.988
O: -0.107 -5.400 -2.149  -0.970
H: 0.934 0.892 -4.146  0.486
H: 0.605 -0.048 -2.858  0.500
O: 0.222 -2.170 -2.591  -0.953
O: 0.129 3.732 1.535  -0.972
O: 2.338 -4.383 -2.478  -0.990
O: -1.972 0.567 1.894  -0.948
O: -2.972 1.355 -3.124  -0.942
H: 4.145 -3.301 -0.005  0.492
O: -0.413 1.434 -0.744  -0.975
H: -4.568 -0.575 -1.871  0.496
H: -3.254 1.349 -2.200  0.468
H: 2.323 3.390 0.773  0.517
H: -0.484 4.188 0.955  0.489
H: -1.544 3.974 -1.937  0.468
H: 2.591 -4.592 -3.377  0.515
O: 0.850 -0.660 -0.013  -0.979
O: 2.874 0.483 0.839  -0.847
H: 3.791 -2.176 -0.930  0.494
H: 0.250 -1.255 0.447  0.500
H: 3.725 0.041 0.593  0.541
H: -2.062 5.357 -1.530  0.474
H: 2.999 0.232 4.205  0.468
H: 3.054 1.419 1.076  0.576
O: -5.129 -0.298 -1.153  -0.990
H: -0.887 1.581 -1.651  0.535
H: 0.190 0.109 -0.252  0.530
H: -5.139 0.462 2.367  0.451
H: 0.060 4.115 2.411  0.485
O: -4.369 -2.100 2.157  -0.929
H: 5.969 -0.944 2.036  0.483
O: -5.036 1.371 2.648  -0.917
H: -3.539 2.047 -3.505  0.477
H: -0.495 -4.805 -1.443  0.465
H: 4.564 -1.367 1.501  0.476
H: -4.708 1.271 3.556  0.467
H: 0.363 -2.451 -1.679  0.471
H: -2.396 -0.152 2.379  0.476
O: 2.255 0.633 4.659  -0.935
H: -4.723 -2.635 1.445  0.479
H: 0.721 -2.732 -3.180  0.486
H: 2.751 1.131 5.310  0.467
O: 5.015 -0.988 2.275  -0.964
O: 3.978 -2.349 0.011  -0.971
H: 2.004 -0.020 0.565  0.554
O: 3.072 3.176 1.348  -0.992
H: -6.067 -0.174 -1.293  0.495
H: 3.497 3.940 1.731  0.511
O: -1.258 4.868 -1.704  -0.941
H: -0.982 1.802 -0.043  0.508
H: -4.673 -1.235 1.858  0.450
H: 2.777 -4.760 -1.712  0.503

B | This record from OMol25 describes a cluster of 18 separate species, H37O18 in total. The level of theory is wB97M-V/def2-TZVPD.

Results
HOMO level, eV: -12.89
Net charge: +1

Last column: natural (NBO) charge in e.
Atoms and positions in Å:
O: 1.609 -2.664 2.055  -1.026
H: -3.295 4.136 3.510  0.468
H: -3.717 0.854 -2.632  0.473
H: 3.468 -0.586 3.314  0.484
H: -3.865 -0.210 -4.493  0.508
H: 2.313 -2.632 2.772  0.511
H: -2.003 2.742 0.634  0.487
O: -3.334 1.594 -2.130  -0.982
H: 5.231 -0.867 -0.437  0.479
H: -3.584 4.687 2.292  0.470
O: -4.296 -0.369 -3.618  -0.966
O: 2.412 -0.178 1.215  -0.993
H: -1.866 -1.106 2.672  0.482
H: -1.369 1.995 1.713  0.469
H: -1.204 -0.617 -4.047  0.443
H: -3.789 -1.493 -0.485  0.493
O: -0.468 5.724 1.217  -0.920
H: -0.494 -1.852 2.969  0.519
H: -0.315 6.288 0.417  0.467
H: -2.861 2.217 -2.717  0.471
H: 6.212 0.896 -1.105  0.458
H: 2.262 4.915 1.618  0.458
H: -1.387 -2.149 -1.796  0.603
H: 0.238 -4.230 1.286  0.511
O: -1.507 1.929 0.764  -0.955
H: -1.154 -5.124 1.232  0.486
H: 6.036 1.912 -2.219  0.487
H: 3.479 4.321 2.230  0.475
H: 0.536 -1.302 0.058  0.493
O: -2.825 -1.523 -0.474  -0.983
H: 1.919 -1.939 1.480  0.482
H: 2.086 0.599 0.761  0.502
H: -0.398 -0.435 0.831  0.529
H: -0.147 -4.583 -1.206  0.500
H: -0.913 0.637 -4.923  0.473
H: 5.329 0.468 0.065  0.465
O: -1.015 -4.368 -1.577  -0.976
O: -3.343 3.800 2.599  -0.937
O: 5.603 1.154 -1.817  -0.943
O: -1.012 -1.355 2.317  -0.982
H: -2.562 -1.380 0.443  0.499
O: 5.365 -0.419 0.440  -0.935
O: -0.552 -4.477 0.779  -0.998
O: -0.069 -0.558 -0.086  -0.971
H: 3.283 -0.457 0.910  0.500
H: 0.351 5.227 1.148  0.454
H: -1.594 -5.125 -1.430  0.483
O: -0.997 -0.318 -4.967  -0.918
H: 2.253 -0.564 4.043  0.483
O: 2.783 -1.227 3.537  -0.945
H: -1.913 -0.864 -2.622  0.537
O: -1.091 -1.307 -2.265  -0.825
H: -5.080 0.201 -3.500  0.502
O: 2.646 4.049 1.828  -0.933
H: -0.978 -0.690 -1.426  0.584

C | This record from OMol25 describes a cluster of 18 separate species, H37O18 in total. The level of theory is wB97M-V/def2-TZVPD.

Results
HOMO level, eV: -12.99
Net charge: +1

Last column: natural (NBO) charge in e.
Atoms and positions in Å:
H: 3.503 -1.616 -2.338  0.556
H: 3.254 -3.272 -1.764  0.529
O: -1.781 -1.316 4.196  -0.926
O: 0.324 0.304 4.750  -0.941
H: 2.170 4.145 3.216  0.455
O: 3.983 -2.468 -1.767  -0.858
H: 1.470 2.337 -4.986  0.483
H: 0.395 1.977 -1.021  0.501
H: -4.143 4.730 1.994  0.482
O: -3.357 -2.141 -3.208  -0.926
O: 1.543 4.276 2.587  -0.911
H: 2.653 -0.196 -3.810  0.511
O: 2.809 -1.122 -3.609  -0.889
H: -3.795 -1.974 -2.387  0.464
H: 1.635 -4.372 -0.777  0.528
H: -0.060 2.540 -5.084  0.478
H: -0.868 4.659 -0.189  0.494
H: 1.785 2.079 -0.577  0.466
H: -4.491 -0.962 1.506  0.456
H: -0.486 3.242 0.380  0.481
H: -0.888 -1.098 4.401  0.475
O: -0.448 1.413 1.963  -0.948
H: 3.681 -2.099 -0.737  0.532
O: -5.006 -1.283 2.120  -0.949
H: 0.781 0.892 5.275  0.483
H: -3.610 3.879 0.719  0.479
H: -0.956 1.421 2.743  0.485
H: 1.484 -0.579 -5.088  0.437
H: 1.207 -6.063 -0.100  0.476
O: -0.795 3.730 -0.452  -0.975
H: -0.501 0.706 1.527  0.458
H: 0.549 0.078 -6.279  0.507
O: 1.469 -0.382 -6.039  -0.948
H: 2.056 -4.904 -2.164  0.515
H: 0.051 -5.896 1.023  0.523
O: 0.580 -5.348 0.272  -0.983
O: -0.015 -1.327 0.622  -0.933
H: -2.110 -0.627 4.566  0.445
H: 0.470 0.564 3.892  0.463
H: 0.944 3.618 2.991  0.457
H: -2.526 1.664 4.198  0.467
H: 0.881 -1.444 0.893  0.457
O: 2.524 -0.568 -0.945  -1.004
H: -0.533 -1.270 1.450  0.478
O: 1.271 1.863 -1.421  -0.949
O: 2.203 -4.184 -1.490  -0.946
H: 2.705 -0.487 0.097  0.479
O: -1.906 2.165 4.831  -0.945
H: 2.443 0.345 -1.314  0.529
O: 0.619 1.910 -5.225  -0.958
O: -3.280 4.348 1.484  -0.960
H: -2.050 3.102 4.522  0.483
H: -5.967 -1.622 1.823  0.493
H: 2.043 -1.519 -3.429  0.483
H: -3.914 -1.846 -3.842  0.462

The structure with the greatest stability is A.

A | This record from OMol25 describes a structure of composition C5H12O2. The level of theory is wB97M-V/def2-TZVPD.

Results
⟨S²⟩: 0.758
HOMO level (alpha / beta), eV: -15.03 / -14.68
2S+1: 2
Net charge: +1

Last column: Mulliken spin population.
Atoms and positions in Å:
H: 3.094 0.467 0.921  -0.031
C: 0.616 0.150 0.859  -0.002
H: 4.223 1.441 1.481  -0.013
C: -2.841 -0.717 -1.913  0.000
H: -1.140 0.972 1.993  0.000
H: -2.801 0.177 0.503  0.000
C: -1.766 0.036 0.186  0.000
H: -2.702 -0.509 -2.955  0.000
H: -3.298 -1.694 -1.935  0.000
H: 3.894 -0.991 -0.025  -0.024
C: -1.634 -0.505 -1.097  0.000
O: 3.251 1.371 1.472  0.322
H: 0.768 -0.627 0.111  -0.001
H: 1.149 0.021 1.815  -0.002
O: 3.044 -0.554 0.160  0.751
H: -3.504 0.065 -1.596  0.000
C: -0.805 0.417 1.096  0.001
H: 1.080 1.037 0.422  -0.002
H: -0.629 -0.557 -1.500  0.000

B | This record from OMol25 describes a cluster of 2 separate species, C5H12O2 in total. The level of theory is wB97M-V/def2-TZVPD.

Results
⟨S²⟩: 0.755
HOMO level (alpha / beta), eV: -14.31 / -14.24
2S+1: 2
Net charge: +1

Last column: Mulliken spin population.
Atoms and positions in Å:
H: 1.359 1.027 -2.871  0.001
O: -0.701 -0.488 -0.678  0.023
H: 0.804 -0.655 -2.957  0.000
H: -2.138 -0.223 3.345  -0.008
H: 0.595 -2.410 2.731  0.018
H: -1.053 -0.034 1.541  0.017
C: 0.566 0.340 -2.580  0.005
H: -0.377 0.666 -3.014  -0.001
C: -0.748 -0.809 2.237  0.248
H: -0.545 -1.377 -1.010  -0.002
C: 0.215 1.697 -0.479  -0.003
C: 0.437 0.319 -1.064  0.001
O: -1.479 -0.948 3.290  0.200
H: 0.922 -1.485 1.124  0.075
H: 1.012 2.375 -0.773  0.000
H: 1.348 -0.128 -0.639  0.002
H: 0.180 1.673 0.612  0.002
H: -0.737 2.094 -0.834  0.000
C: 0.338 -1.633 2.020  0.424

The structure with the greatest stability is B.